18 unconnected molecules or ions with the total composition C63H123N6O36P3 in a non-equilibrium geometry. Source: OMol25; level of theory: wB97M-V/def2-TZVPD.

Geometry as XYZ:
```
231
Properties=species:S:1:pos:R:3:forces:R:3:lowdin_charge:R:1
C -26.422 -5.032 8.630 -0.51 -1.93 -0.30 -0.03
C -23.012 -7.512 0.354 1.07 -1.54 2.60 -0.07
H -29.748 -9.635 3.578 0.08 0.42 -0.43 0.11
H -30.548 -11.385 0.418 -0.40 -2.06 -0.53 0.10
C -25.387 -5.932 7.914 -0.25 -1.19 0.78 -0.43
C -19.080 -10.260 1.850 0.25 -0.71 -1.02 -0.53
O -25.930 -11.187 1.272 0.07 1.28 0.41 -0.20
H -25.859 -7.137 4.292 -0.31 -0.25 -0.31 0.08
C -22.807 -5.085 3.486 0.91 2.38 1.59 -0.42
C -32.195 -9.450 11.607 2.32 1.31 -0.63 -0.12
H -28.942 -8.652 11.889 -0.49 -0.43 0.67 0.14
C -24.543 -11.506 6.121 -2.00 -1.96 0.42 -0.05
H -28.157 -1.754 7.556 -0.49 -0.23 -0.55 0.14
O -22.796 -9.438 3.490 0.68 0.01 1.00 0.08
O -32.701 -9.673 0.767 -1.43 -0.28 -1.01 0.12
H -26.260 -4.922 2.160 -1.03 0.55 -0.52 0.12
C -19.033 -9.163 3.933 -0.75 -1.44 1.85 -0.16
O -22.851 -13.030 4.322 -0.38 -0.77 -0.54 0.04
H -29.162 -7.929 6.500 0.04 0.24 0.03 0.08
H -34.460 -6.334 2.599 -1.15 0.27 -0.34 0.08
H -28.540 -5.695 8.983 -0.41 0.29 0.25 0.10
H -22.862 -9.688 6.802 -0.83 1.80 -0.57 0.05
H -27.595 -12.823 4.089 0.50 -0.52 0.16 0.10
O -24.293 -5.688 7.494 -0.03 0.45 0.08 0.10
H -27.930 -4.338 2.538 -0.26 0.45 0.46 0.07
H -25.832 -15.412 0.219 0.09 0.69 -0.21 0.07
H -29.831 -8.048 4.941 -0.42 -0.35 -0.84 0.04
C -27.235 -3.661 0.500 1.18 -0.52 2.09 -0.11
H -24.865 -12.029 7.057 0.02 0.36 -0.55 0.12
H -31.644 -5.224 0.612 2.00 0.94 -0.33 0.05
H -34.191 -14.599 4.729 -0.33 0.08 -0.42 0.09
C -27.057 -8.890 5.474 0.16 0.35 -0.16 -0.38
H -25.056 -11.999 5.301 0.23 -0.28 -0.18 0.08
H -29.768 -12.792 6.523 0.91 -0.61 0.77 0.10
P -19.015 -6.884 7.501 -0.52 2.55 -0.63 0.42
C -22.550 -10.670 6.934 3.11 -1.23 0.85 -0.07
H -28.179 -13.345 1.269 -0.15 0.08 0.31 0.12
H -22.653 -6.524 0.581 -0.26 0.47 -0.11 0.09
C -26.833 -8.820 -3.445 -0.88 -2.39 -0.34 -0.18
P -24.933 -12.036 0.426 0.66 -0.40 -1.44 0.33
P -33.302 -12.148 5.140 0.50 1.16 1.24 0.39
O -34.578 -11.395 4.551 0.72 -0.51 -0.48 -0.21
H -32.684 -6.581 0.313 0.06 -0.47 -0.70 0.09
H -30.132 -9.901 -0.388 -0.06 0.18 -0.72 0.12
H -23.301 -3.570 5.777 -0.04 0.90 0.27 0.10
H -24.326 -14.835 -0.409 0.95 0.06 -0.35 0.08
H -26.390 -0.695 5.416 -0.41 0.04 0.17 0.09
H -17.639 -7.813 3.104 0.55 -0.75 -0.11 0.13
C -22.323 -12.505 1.125 -1.70 -1.21 0.53 -0.03
O -23.395 -5.342 2.496 -0.96 -1.25 -0.97 0.13
O -31.700 -8.891 10.352 -0.28 0.36 0.40 -0.02
H -22.582 -13.491 1.540 0.21 0.51 0.43 0.10
H -29.570 -14.443 1.194 0.29 -0.58 -0.43 0.12
C -23.006 -5.407 4.964 1.07 -1.60 0.26 -0.07
H -30.262 -7.602 12.406 -0.07 0.08 0.31 0.14
H -25.668 -12.338 2.867 0.45 0.37 0.87 0.08
H -22.131 -9.473 0.799 0.27 -0.42 -0.01 0.12
H -19.442 -8.204 9.777 -0.49 0.62 -0.14 0.10
O -33.952 -13.134 6.202 1.46 1.65 -0.11 -0.20
H -16.929 -9.426 3.656 0.08 0.27 -0.51 0.13
O -25.861 -7.232 7.859 -0.15 1.72 0.76 0.00
H -31.408 -6.406 4.056 -0.54 -0.12 0.01 0.10
H -22.194 -7.599 7.079 -0.45 0.81 0.68 0.08
H -33.683 -7.855 2.103 -0.18 -0.28 -0.07 0.07
H -32.738 -10.295 11.395 -1.17 -2.14 -0.70 0.10
H -33.621 -7.216 3.761 0.68 -0.21 0.78 0.07
H -16.207 -6.309 7.136 0.34 -1.48 0.22 0.07
H -19.262 -11.356 3.561 -0.23 0.00 0.42 0.14
H -27.479 -2.671 0.967 0.00 -0.61 -1.12 0.11
C -21.302 -7.755 6.518 1.30 -0.24 -0.84 -0.10
H -34.291 -7.945 7.219 -1.01 -0.31 -1.21 0.08
N -32.479 -6.158 2.281 1.61 0.00 1.54 -0.16
H -28.863 -0.882 3.839 0.17 -0.56 0.30 0.10
H -19.647 -6.897 10.850 0.30 0.89 1.27 0.07
H -30.245 -10.553 12.031 -1.66 0.11 0.17 0.12
C -30.041 -8.564 11.941 1.37 1.56 -0.12 -0.10
O -19.502 -6.307 8.920 0.47 -0.14 -0.78 -0.20
C -27.274 -4.637 1.745 0.73 -0.90 -0.59 -0.15
H -21.940 -12.716 0.174 0.59 0.15 -1.67 0.07
H -26.830 -5.887 4.861 -0.46 1.17 0.77 0.07
C -28.755 -14.105 1.816 -0.42 0.42 1.49 -0.05
C -26.905 -6.809 4.346 -0.34 -0.18 -3.12 -0.04
C -29.243 -10.111 1.544 -0.11 -0.20 0.38 -0.12
O -25.959 -7.722 -1.602 1.42 -0.74 0.69 0.01
C -32.166 -9.822 5.456 -0.70 0.47 -0.62 -0.10
H -18.905 -9.423 5.042 -0.01 0.93 -1.48 0.13
H -29.754 -12.717 3.201 -1.05 1.85 0.09 0.06
C -22.193 -8.517 1.303 0.32 0.98 -0.91 -0.03
H -34.255 -5.647 9.671 -1.01 0.64 0.27 0.08
C -25.782 -11.258 2.709 -0.21 -1.05 -0.27 -0.07
O -24.967 -11.718 -1.012 -0.55 -0.44 0.35 -0.24
C -22.410 -12.266 5.143 -0.15 0.11 -1.09 -0.35
C -30.329 -10.382 0.546 -1.21 1.83 1.08 -0.03
C -27.192 -7.263 8.516 1.07 -1.23 -0.64 -0.15
H -26.191 -4.939 9.698 0.02 -0.47 -0.11 0.13
C -34.442 -11.010 3.161 -0.40 -0.49 -0.10 -0.08
C -25.318 -14.521 -0.182 -1.33 -0.65 -0.18 -0.08
C -27.762 -15.141 2.286 1.62 -1.92 -1.51 -0.46
H -30.088 -10.963 8.089 0.56 -0.13 0.23 0.15
H -25.051 -7.004 0.978 -0.24 -0.16 -0.10 0.12
C -19.945 -7.210 9.894 0.95 -2.18 -0.31 -0.12
C -22.418 -4.186 5.711 -1.90 -1.48 0.10 -0.16
H -25.391 -9.714 -2.000 -1.11 0.53 0.24 0.12
C -27.384 -7.473 -3.352 -1.79 2.48 -1.21 -0.10
H -27.663 -8.081 7.980 -0.57 0.19 0.14 0.09
H -34.197 -8.203 8.936 -0.01 -0.10 0.00 0.10
C -26.458 -6.785 -2.394 -1.53 -2.83 -0.12 -0.55
O -30.018 -2.035 6.717 0.57 0.13 0.02 0.01
C -19.645 -10.396 3.217 -0.66 1.46 0.46 -0.08
O -20.314 -6.670 6.544 0.33 -1.18 0.90 -0.21
H -27.086 -7.580 9.563 0.14 0.31 -0.23 0.13
H -23.998 -5.680 5.283 -0.50 0.36 -0.46 0.09
N -29.195 -12.811 8.623 -0.30 0.28 -1.86 -0.18
O -27.870 -5.882 1.284 1.06 0.27 1.07 -0.02
H -19.619 -8.258 3.780 -0.68 -0.30 0.41 0.11
H -26.011 -8.954 5.118 -0.10 -0.07 0.07 0.13
C -34.573 -14.282 5.687 -0.37 -1.36 1.99 -0.11
H -26.122 -3.665 0.245 -1.76 0.14 -0.61 0.13
O -28.829 -6.767 -0.453 -0.40 -0.11 -0.63 0.10
H -26.461 -4.040 8.281 0.14 1.11 -0.85 0.08
H -31.938 -5.071 7.401 -0.46 -1.09 0.26 0.16
C -30.422 -8.385 10.531 -2.29 -0.87 -0.61 -0.51
H -32.624 -5.001 9.432 0.21 0.28 0.08 0.09
H -29.544 -14.445 7.243 0.39 0.79 0.03 0.10
H -26.160 -2.298 4.775 0.01 0.06 0.71 0.09
C -23.038 -8.758 2.529 0.15 -0.63 -0.96 -0.52
H -28.007 -5.733 7.280 0.07 0.09 0.48 0.11
H -29.250 -6.472 5.458 -0.07 -0.07 -0.05 0.10
H -21.566 -7.908 5.486 -0.16 0.06 -0.44 0.06
C -28.120 -13.784 4.130 -0.49 -0.55 -1.96 -0.08
C -28.249 -4.324 -0.454 -0.93 -0.82 1.48 -0.05
H -20.997 -7.348 9.869 -1.06 -0.01 -0.13 0.08
C -28.808 -1.938 6.647 0.05 -0.17 0.13 -0.35
O -24.243 -8.283 2.334 -0.56 0.60 -0.13 0.03
O -27.294 -16.047 1.602 -1.00 1.39 1.46 0.07
H -24.749 -8.675 0.421 -0.87 -0.78 -0.46 0.10
H -28.471 -14.624 9.156 0.23 -0.14 0.40 0.08
O -29.855 -7.907 9.609 0.82 0.77 -0.79 0.13
O -18.334 -8.172 7.491 -0.20 -0.44 0.11 -0.22
O -18.177 -5.621 7.000 -0.32 -0.39 -0.19 -0.21
H -34.399 -15.069 6.436 0.53 -0.08 -0.43 0.09
H -28.253 -2.566 3.421 -0.29 0.78 0.70 0.06
O -19.372 -10.864 0.855 -0.37 0.07 -0.04 0.11
H -28.889 -11.014 2.065 0.08 0.29 -0.51 0.09
C -33.617 -6.971 2.723 0.82 0.73 -0.85 -0.03
C -32.378 -6.115 7.248 0.36 1.56 -1.01 -0.32
H -27.988 -4.356 -1.496 -0.11 0.30 -0.30 0.09
H -30.079 -14.409 3.495 -0.44 0.00 -0.07 0.12
C -17.775 -8.909 3.184 0.59 0.39 -0.26 -0.16
C -29.356 -13.671 3.178 2.38 -1.72 0.19 -0.13
N -28.054 -2.062 5.508 -2.05 0.76 -0.73 -0.19
H -27.303 -6.604 3.251 0.84 -0.51 2.38 0.11
H -29.467 -13.843 10.393 -0.62 -0.24 0.73 0.07
H -28.465 -9.611 1.011 0.95 0.22 0.16 0.10
N -27.694 -7.804 5.021 -0.22 0.21 0.04 -0.14
H -22.077 -4.394 6.739 0.12 0.02 -0.70 0.12
H -27.799 -13.275 10.211 -0.90 -0.48 -0.74 0.11
C -28.701 -13.695 9.670 1.22 1.04 -0.22 -0.06
H -26.745 -10.988 3.098 -0.44 0.43 0.32 0.06
H -31.436 -9.941 4.668 0.31 -0.69 -0.06 0.06
H -34.595 -11.885 2.520 -0.11 0.24 0.10 0.10
H -33.359 -5.061 0.784 -0.16 0.34 -0.21 0.09
H -32.864 -8.700 7.868 -0.07 0.71 0.29 0.08
H -21.412 -10.666 6.906 -1.36 -0.28 -0.29 0.11
C -30.904 -9.701 12.355 0.94 -1.44 1.16 -0.16
C -33.638 -7.932 8.042 -0.01 -0.64 1.08 -0.04
H -25.840 -14.134 -1.084 0.45 -0.30 0.57 0.10
O -32.185 -6.683 6.185 0.28 -0.37 -0.13 -0.01
H -28.427 -7.415 -2.932 1.03 -0.19 0.03 0.14
O -32.619 -11.019 6.070 -0.16 -1.74 0.34 -0.21
C -29.906 -9.200 2.570 0.56 -1.29 1.78 -0.15
O -27.322 -14.930 3.562 -1.49 1.64 -0.27 0.03
C -24.375 -7.852 0.972 -0.24 1.63 -0.81 -0.14
C -31.594 -9.738 1.179 1.19 -0.29 -0.31 -0.47
H -26.295 -2.057 6.599 -0.09 0.25 -1.07 0.09
O -32.349 -12.732 4.188 -0.42 -0.14 -0.26 -0.22
N -23.140 -11.586 6.021 0.51 1.49 0.82 -0.17
H -35.620 -14.132 5.868 -0.82 0.11 -1.19 0.09
N -33.189 -6.578 8.197 1.37 0.51 0.07 -0.17
C -16.774 -5.422 7.146 0.02 1.01 0.42 -0.09
H -27.115 -9.344 -1.364 0.43 -0.54 -0.27 0.13
H -21.598 -11.968 1.692 0.19 0.31 0.51 0.06
O -30.442 -5.213 2.810 1.21 1.09 -0.90 0.01
C -28.353 -5.798 0.072 0.13 0.90 -0.87 -0.52
C -27.705 -5.873 8.333 0.45 0.55 -0.07 -0.14
H -33.049 -9.411 4.953 0.29 0.72 0.37 0.09
H -28.397 -14.045 5.124 0.10 -0.24 0.39 0.06
H -21.358 -2.585 4.719 0.14 -0.73 -0.11 0.13
H -32.943 -6.588 10.227 0.45 0.18 0.35 0.07
C -29.127 -13.409 7.227 -0.80 1.32 0.95 -0.04
H -29.559 -8.199 2.582 0.36 1.07 -0.22 0.11
H -22.898 -7.738 -0.704 -0.26 -0.13 0.17 0.12
O -21.812 -4.117 3.407 -0.57 -0.54 0.65 0.01
C -32.499 -5.711 0.914 -2.45 -0.93 0.80 -0.03
H -22.784 -10.935 7.951 -0.28 -0.23 0.59 0.09
O -27.569 -9.701 6.210 -0.21 -1.18 0.50 0.00
O -25.318 -13.526 0.857 0.18 0.31 -0.42 -0.22
H -31.129 -9.798 13.415 0.36 0.14 0.17 0.12
O -29.500 -11.137 10.078 -0.03 0.46 -1.00 -0.01
O -31.309 -9.210 2.371 0.29 0.18 0.01 0.01
H -31.728 -9.174 6.212 -0.39 0.00 -0.03 0.07
O -18.023 -9.432 1.849 0.61 0.71 0.56 0.04
C -31.388 -5.904 3.081 -1.75 -1.28 0.24 -0.33
O -23.534 -11.724 1.029 0.75 0.51 0.99 -0.21
H -16.509 -4.841 8.043 -0.49 -0.28 -0.06 0.10
H -21.189 -8.178 1.581 -0.16 -0.12 -0.17 0.12
H -33.468 -10.608 2.933 0.22 0.24 0.09 0.05
H -22.466 -6.357 5.203 -0.13 1.03 -0.53 0.09
H -29.769 -2.379 4.320 0.22 0.29 -0.02 0.08
H -24.973 -10.520 6.170 0.43 0.67 0.06 0.06
C -29.065 -7.546 5.482 0.97 0.54 0.83 -0.02
H -28.063 -13.401 6.933 -0.60 -0.10 -0.07 0.08
C -26.302 -9.065 -2.052 0.76 0.43 0.33 -0.11
C -21.435 -3.693 4.729 2.77 0.64 -0.12 -0.18
H -32.856 -8.775 12.140 0.04 0.57 -0.03 0.12
C -26.673 -1.743 5.589 1.58 -0.51 -0.15 -0.10
H -20.750 -10.305 3.253 0.62 -0.60 -0.18 0.10
H -24.990 -10.622 3.141 -0.19 -0.44 -0.55 0.08
H -29.318 -4.001 -0.239 1.29 0.20 -0.57 0.14
H -27.463 -6.892 -4.295 0.26 -0.47 0.45 0.14
O -26.258 -5.651 -2.220 0.79 3.62 0.27 0.14
H -27.585 -9.582 -3.649 -0.19 0.01 -0.08 0.12
H -35.208 -10.271 3.022 -0.24 0.29 -0.36 0.09
H -20.887 -8.711 6.788 0.62 -0.04 0.49 0.05
H -20.418 -4.153 4.964 -1.08 0.73 -0.36 0.14
C -29.582 -11.520 8.908 -0.02 -1.94 1.03 -0.26
H -26.145 -8.933 -4.262 0.87 0.11 -0.04 0.12
C -28.777 -1.934 4.183 0.73 -0.87 0.56 0.00
H -21.354 -11.998 5.138 0.45 0.03 0.46 0.12
H -16.395 -4.857 6.311 -0.33 0.37 -0.50 0.08
C -33.241 -5.880 9.460 -0.08 -1.39 0.03 -0.03
```
Positions in Å, forces in eV/Å.

Values from the calculation:
Total charge: 0
DFT total energy: -6535.8593 a.u.
Gap between HOMO and LUMO: 9.128 eV
E_LUMO: 0.29 eV


C3H4N2O2 in the gas phase in a non-equilibrium geometry. Source: OMol25; level of theory: wB97M-V/def2-TZVPD.

Geometry as XYZ:
```
11
Properties=species:S:1:pos:R:3:forces:R:3:lowdin_charge:R:1
H -1.453 1.742 -0.037 -0.71 0.54 0.06 0.16
N -0.623 -1.331 -0.049 -1.61 0.86 -0.02 0.11
O 1.207 1.775 -0.058 0.23 -0.92 0.40 0.06
C 0.314 0.734 -0.084 2.08 -3.15 -0.22 -0.28
O 1.749 -1.291 -0.019 -0.36 0.25 -0.30 0.07
H -2.632 -0.584 0.082 0.60 0.43 -0.21 0.12
H 1.465 -2.200 0.028 0.49 -1.01 0.10 0.09
H 2.022 1.350 0.299 -0.63 0.74 -0.39 0.13
C -1.566 -0.358 -0.019 -0.52 -2.76 0.15 -0.19
N -1.018 0.853 -0.027 0.26 1.02 -0.04 0.11
C 0.534 -0.691 -0.116 0.16 3.99 0.47 -0.37
```
Positions in Å, forces in eV/Å.

Values from the calculation:
SMILES string: Oc1nc[nH]c1O
Relative energy (zero: lowest compared OMol25 entry of this formula, charge and spin): 45.8 kcal per mole
Total charge: 0
DFT total energy: -376.6908 a.u.
Gap between HOMO and LUMO: 8.313 eV
E_LUMO: 0.75 eV


2 unconnected molecules or ions with the total composition C14H18BrN3O5P in a non-equilibrium geometry. Source: OMol25; level of theory: wB97M-V/def2-TZVPD.

Geometry as XYZ:
```
42
Properties=species:S:1:pos:R:3:forces:R:3:lowdin_charge:R:1
C -4.175 3.548 -3.299 0.09 0.10 0.19 0.04
H -2.984 -0.128 -2.526 -0.02 0.00 0.02 0.12
N 0.036 -0.438 1.294 -0.21 -0.08 -2.05 -0.04
C 1.185 -1.279 1.159 0.88 1.34 -3.02 -0.12
P -1.092 -0.460 2.655 -0.08 1.29 4.83 0.62
N -0.199 -0.317 3.935 -1.19 -0.25 -1.38 -0.14
H -0.451 0.540 4.436 0.38 -0.34 -0.02 0.01
O -5.069 2.681 -5.292 0.11 -0.06 0.15 0.15
H 1.218 0.731 -1.526 -0.06 -0.15 0.56 0.17
H -3.287 4.086 -1.453 0.00 -0.02 0.02 0.13
C 4.255 -1.033 0.403 0.77 0.06 -0.42 -0.27
H -4.222 0.319 -4.638 -0.02 0.03 -0.02 0.13
H -2.208 1.045 1.587 -0.70 0.47 0.67 0.05
C -3.998 1.100 -3.922 0.11 -0.21 0.10 0.04
H 2.353 -1.918 2.920 -0.64 -0.60 -0.82 0.14
O 0.954 -3.803 3.820 -0.16 0.42 -0.88 0.06
H 3.011 -2.598 -0.622 -0.02 1.23 -0.08 0.12
C -3.512 3.306 -2.170 0.02 0.09 0.05 0.03
Br 3.811 1.915 0.236 0.45 -0.68 -0.25 0.61
O -1.939 -1.879 2.677 1.08 2.01 -1.36 -0.15
H 5.413 0.286 -1.006 -0.69 0.23 0.83 0.08
O -2.093 0.877 2.553 1.52 -2.59 -2.42 -0.12
C 3.106 -1.477 -0.595 -0.63 1.38 0.66 -0.11
H 3.921 -0.944 1.470 0.06 -0.17 -1.06 0.10
C -3.336 0.862 -2.792 0.03 -0.06 0.00 0.02
C 1.766 -0.828 -0.078 0.83 -2.12 1.25 -0.17
C -4.469 2.464 -4.264 -0.20 0.11 -0.28 -0.37
H 5.062 -1.828 0.391 -0.78 0.86 -0.04 0.13
N 1.027 0.218 -0.665 -1.40 -2.10 3.96 0.15
C 0.711 -3.351 2.725 0.60 -0.52 1.16 -0.26
C 1.772 -2.389 2.077 -1.15 0.73 -0.23 -0.06
H -0.775 1.221 0.024 0.77 -1.21 0.45 0.12
C 4.968 0.314 0.020 0.75 -0.94 0.64 -0.56
H -0.242 -3.703 2.243 0.81 0.65 -0.38 0.13
H 2.445 -3.019 1.440 -0.55 0.59 0.59 0.13
H -2.078 -2.119 3.616 0.26 0.24 -0.27 0.11
H 3.327 -1.077 -1.619 -0.13 -0.57 0.81 0.12
H -4.526 4.538 -3.563 -0.01 -0.03 -0.03 0.13
O -2.437 1.726 -0.792 -0.06 -0.02 0.05 0.02
C -3.044 1.946 -1.832 -0.20 0.11 -0.18 -0.36
C -0.021 0.411 0.220 0.33 0.73 -0.97 -0.04
H 5.813 0.452 0.752 -0.95 0.08 -0.82 0.07
```
Positions in Å, forces in eV/Å.

Values from the calculation:
Total charge: +1
DFT total energy: -3999.8572 a.u.
Gap between HOMO and LUMO: 7.956 eV
E_LUMO: -4.51 eV